No. 1
67
Properties=species:S:1:pos:R:3:forces:R:3 method="wB97M-V/def2-TZVPD" total_energy_ev=-51653.376 orbital_gap_ev=8.8 homo_ev=-8.337 smiles="CC(=O)OCCCCCC[PH2](N)[PH2]=O.COCCOC.COCCOC"
C 5.7897 -2.8664 -1.4044 0.151 0.125 -0.021
C 4.3206 -2.8998 -1.1056 0.064 0.301 -0.041
O 3.7573 -3.7761 -0.5150 -0.149 -0.479 0.216
O 3.7012 -1.7964 -1.5554 -0.049 0.143 -0.296
C 2.2706 -1.7353 -1.4132 -0.043 -0.039 0.043
C 1.6900 -1.0344 -2.6306 0.059 -0.061 0.119
C 0.2101 -0.6655 -2.4177 -0.060 0.159 -0.218
C -0.8037 -1.5922 -3.1291 0.023 -0.124 0.071
C -1.9020 -2.1749 -2.2102 0.012 -0.048 -0.092
C -3.3170 -2.0640 -2.8108 0.281 -0.144 -0.116
P -4.6101 -2.2041 -1.5284 0.115 0.703 0.372
N -4.1894 -0.6044 -0.8283 -0.424 -0.211 -0.230
P -5.3946 -4.2789 -2.1324 -0.417 -0.050 0.057
O -6.8358 -4.4034 -1.7483 0.090 0.043 0.003
H 6.0028 -2.2421 -2.2724 -0.030 -0.115 0.051
H 6.3026 -2.4244 -0.5442 -0.030 -0.133 -0.075
H 6.1461 -3.8855 -1.5518 0.013 0.128 0.055
H 1.8903 -2.7533 -1.3013 -0.055 0.138 0.042
H 2.0436 -1.1742 -0.4996 0.048 -0.079 -0.084
H 1.7961 -1.6958 -3.4986 0.040 0.169 0.042
H 2.2918 -0.1414 -2.8308 -0.086 -0.094 0.043
H 0.0611 0.3581 -2.7738 -0.040 -0.099 0.151
H -0.0136 -0.6360 -1.3442 0.070 0.006 -0.114
H -1.2817 -1.0420 -3.9475 0.093 -0.073 0.064
H -0.2592 -2.4206 -3.5949 -0.089 0.085 -0.030
H -1.8871 -1.6619 -1.2453 -0.005 -0.059 -0.114
H -1.6919 -3.2378 -2.0425 -0.029 0.157 0.204
H -3.4431 -1.0797 -3.2763 -0.026 -0.108 0.087
H -3.4555 -2.8303 -3.5793 -0.056 0.182 0.014
H -5.9364 -1.8401 -1.8556 -0.056 -0.105 -0.074
H -4.3494 -2.7594 -0.2547 0.008 -0.093 -0.034
H -4.4616 0.1458 -1.4637 0.156 0.019 0.106
H -4.7450 -0.4655 0.0137 0.142 0.009 -0.003
H -4.5817 -5.2846 -1.5469 0.171 -0.046 -0.170
H -5.1621 -4.4703 -3.5221 0.113 -0.167 0.002
C 0.3202 4.2939 1.0991 -0.006 0.008 0.047
O 1.4221 4.5582 0.2483 -0.041 -0.018 -0.058
C 2.0052 3.3884 -0.2944 0.039 0.028 0.079
C 1.5598 3.1361 -1.7173 -0.019 -0.063 -0.044
O 0.1728 2.8509 -1.7915 -0.008 -0.007 -0.018
C -0.6107 3.9406 -2.2392 -0.006 -0.007 0.018
H -0.1373 5.2510 1.3432 0.027 0.012 0.004
H -0.4212 3.6567 0.6104 -0.005 -0.002 0.007
H 0.6466 3.8116 2.0265 -0.023 -0.026 -0.004
H 1.7582 2.5185 0.3244 0.014 -0.012 0.001
H 3.0920 3.5162 -0.2796 -0.003 0.001 -0.009
H 2.1013 2.2669 -2.1060 0.000 0.011 -0.006
H 1.8073 3.9978 -2.3457 0.007 0.007 0.007
H -0.4459 4.1320 -3.3053 0.018 0.018 0.006
H -0.3919 4.8510 -1.6758 -0.006 0.004 0.002
H -1.6543 3.6696 -2.0880 0.000 -0.009 -0.014
C -1.3539 1.0748 4.5186 0.008 0.001 -0.020
O -0.2692 1.9826 4.5533 0.021 -0.007 -0.040
C 0.3843 2.0457 5.8095 -0.037 0.056 -0.021
C 1.6797 1.2652 5.8093 0.053 -0.050 0.020
O 1.4608 -0.1250 5.6486 -0.044 0.008 -0.013
C 1.7035 -0.5942 4.3365 -0.008 -0.006 0.007
H -1.6637 0.9827 3.4788 -0.008 0.016 -0.001
H -1.0667 0.0901 4.8958 -0.005 -0.004 -0.002
H -2.1989 1.4501 5.1062 0.008 -0.013 0.021
H -0.2731 1.6717 6.6011 0.004 -0.004 0.008
H 0.6037 3.0970 6.0198 -0.001 -0.004 0.003
H 2.1845 1.4152 6.7684 -0.001 0.004 -0.003
H 2.3363 1.6425 5.0180 0.005 0.010 0.002
H 2.7738 -0.5746 4.1037 0.000 0.021 -0.010
H 1.1659 -0.0020 3.5910 0.000 -0.003 -0.007
H 1.3554 -1.6246 4.2931 0.016 -0.007 0.009

***

No. 2
76
Properties=species:S:1:pos:R:3:forces:R:3 method="wB97M-V/def2-TZVPD" total_energy_ev=-71242.781 charge=-1 orbital_gap_ev=6.7 homo_ev=-4.490
C 2.1949 1.2078 4.2563 0.042 0.141 -0.013
C 2.4808 1.1752 2.7454 0.043 -0.101 0.089
C 2.1764 -0.1629 2.0706 0.092 0.079 -0.243
C 0.7386 -0.6376 2.2597 -0.103 0.021 0.404
O -0.1923 0.3819 2.0511 0.297 0.041 -0.349
Al -1.1539 0.5503 0.5803 -0.639 0.080 0.037
C -0.2499 -0.2859 -1.0899 0.176 -0.113 -0.547
C 0.7178 0.5827 -1.7440 0.061 0.031 -0.010
O 0.4913 1.5159 -2.4839 0.105 -0.067 0.208
O 2.0559 0.2832 -1.4328 -0.301 -0.200 0.461
O -1.4221 2.2591 0.2433 0.235 -0.039 0.263
C -0.8077 3.2964 0.9459 -0.060 0.166 -0.126
C -1.7727 3.9599 1.9332 0.084 0.124 0.003
B -3.0541 -0.4960 0.8329 0.122 0.068 0.127
O -3.7685 -1.1078 -0.2159 -0.139 0.052 0.230
N -3.6307 -0.6920 2.1589 -0.580 0.016 -0.855
C -4.7459 -1.6238 2.2869 0.040 0.003 0.270
C -3.8222 0.5603 2.8928 0.537 -0.104 0.371
H 1.5162 2.0211 4.5137 -0.065 -0.027 -0.006
H 3.1069 1.3650 4.8353 0.021 -0.090 0.015
H 1.7325 0.2832 4.6007 0.015 -0.004 0.014
H 1.8999 1.9490 2.2455 -0.039 0.001 0.008
H 3.5348 1.4097 2.5721 -0.004 0.047 -0.042
H 2.3489 -0.0534 0.9959 0.040 -0.011 0.008
H 2.8776 -0.9314 2.4183 -0.097 -0.061 0.080
H 0.6185 -1.0129 3.2867 -0.015 -0.059 -0.020
H 0.5654 -1.5038 1.6019 0.038 -0.008 0.003
H -1.1010 -0.4141 -1.7645 -0.078 0.061 0.096
H 0.1677 -1.2655 -0.8563 0.062 0.052 0.138
H 2.4499 1.0768 -1.0543 0.091 0.203 -0.372
H -0.4483 4.0582 0.2377 -0.052 -0.020 -0.057
H 0.0761 2.9483 1.4977 0.006 -0.002 0.002
H -1.5374 5.0202 2.0662 0.045 -0.010 0.063
H -2.7876 3.8887 1.5403 -0.014 -0.004 -0.016
H -1.7396 3.4836 2.9147 -0.088 -0.102 -0.036
H -3.5618 -0.6445 -1.0278 0.310 -0.240 -0.171
H -4.8112 -2.2583 1.4064 -0.009 -0.007 -0.007
H -5.7117 -1.1184 2.4150 -0.002 0.019 -0.128
H -4.6073 -2.2727 3.1607 -0.022 0.037 0.030
H -4.0994 1.4038 2.2521 -0.113 -0.061 -0.019
H -4.6113 0.4265 3.6346 0.056 0.019 0.072
H -2.9058 0.8536 3.4137 0.004 -0.020 0.013
C -1.4824 3.1717 -4.2730 0.000 0.002 0.018
O -2.7581 2.6991 -4.7721 0.017 0.002 0.047
P -3.3196 3.1641 -6.1682 -0.058 -0.022 -0.014
O -2.2931 3.6235 -7.1113 -0.006 0.015 0.014
O -4.4900 4.1962 -5.8835 0.020 0.038 -0.029
C -4.1267 5.5241 -5.4938 0.002 -0.016 0.005
O -4.2222 1.9465 -6.6171 0.047 -0.014 -0.022
C -3.5481 0.7200 -6.9262 -0.023 0.010 0.008
H -1.6076 4.1665 -3.8450 -0.011 0.005 -0.005
H -1.1542 2.4811 -3.5032 -0.041 0.004 -0.020
H -0.7594 3.2048 -5.0850 -0.006 0.004 -0.008
H -3.1389 5.7879 -5.8734 -0.010 0.007 -0.019
H -4.1420 5.6008 -4.4066 0.015 -0.005 0.002
H -4.8655 6.1994 -5.9188 -0.010 0.001 0.017
H -3.1425 0.2756 -6.0175 0.004 0.004 0.002
H -2.7463 0.8955 -7.6437 -0.001 -0.001 -0.004
H -4.2938 0.0594 -7.3593 0.006 -0.007 0.002
C 6.9082 -5.4375 2.1773 0.028 0.039 -0.042
O 5.7212 -5.4647 1.3802 -0.063 -0.060 -0.044
P 4.4401 -4.6243 1.8395 0.006 0.173 0.062
O 4.8016 -3.5241 2.7380 0.036 -0.050 0.034
O 3.3991 -5.6696 2.4047 0.008 -0.045 -0.011
C 3.6078 -6.2009 3.7161 -0.031 0.042 0.015
O 3.7159 -4.2833 0.4933 0.056 -0.102 -0.064
C 4.3285 -3.3386 -0.4023 -0.079 0.077 0.053
H 6.8219 -6.1340 3.0127 -0.005 -0.001 0.002
H 7.7259 -5.7501 1.5322 0.000 -0.008 0.002
H 7.0895 -4.4339 2.5574 -0.008 -0.003 0.013
H 4.1778 -5.5058 4.3335 -0.014 0.010 0.002
H 4.1275 -7.1568 3.6425 0.015 0.004 0.000
H 2.6279 -6.3516 4.1613 0.000 -0.018 -0.007
H 5.2225 -3.7759 -0.8464 0.003 -0.006 0.000
H 4.5752 -2.4209 0.1299 -0.002 0.002 0.000
H 3.5920 -3.1238 -1.1697 0.004 0.009 -0.001

***

No. 3
69
Properties=species:S:1:pos:R:3:forces:R:3 method="wB97M-V/def2-TZVPD" total_energy_ev=-78671.580 charge=+1 orbital_gap_ev="8.2 / 6.8" homo_ev="-10.646 / -10.165" s2=16.094 multiplicity=8
O -0.6575 -1.1040 -0.6647 0.526 -0.362 -2.191
O 0.7873 0.7730 -2.4657 0.418 1.036 0.382
C 0.0370 -2.3273 -1.1209 -0.496 0.167 -0.077
C -0.6484 -3.5467 -0.5615 0.247 -0.590 0.065
H 1.0899 -2.2669 -0.8209 -0.457 0.167 0.233
H 0.0319 -2.3694 -2.2228 0.113 0.207 0.567
H -0.7715 -3.5061 0.5314 0.155 -0.031 -0.469
H 0.0039 -4.3972 -0.7932 -0.276 -0.047 0.044
H -1.6295 -3.7241 -1.0229 0.223 0.069 0.144
C -1.7990 -0.7160 -1.4877 -0.152 -0.893 0.367
C -1.7240 -1.0616 -2.9625 -0.384 0.291 -0.655
H -1.9478 0.3662 -1.3412 0.083 -0.371 0.047
H -2.6366 -1.2684 -1.0514 -0.196 0.345 -0.105
H -1.0009 -0.4648 -3.5373 -0.160 -0.270 0.307
H -2.7202 -0.8287 -3.3668 0.222 0.040 0.046
H -1.5717 -2.1224 -3.1965 -0.098 0.287 0.263
C 0.3371 2.2545 -2.1725 0.649 -0.849 -0.588
C 2.1862 0.6200 -3.0405 -0.351 0.426 -0.021
C -0.6217 2.5844 -3.2720 -0.360 0.153 -0.284
H 1.2577 2.8518 -2.1813 -0.226 -0.241 0.026
H -0.0809 2.2399 -1.1648 0.043 -0.201 -0.154
H -0.1281 2.5395 -4.2480 -0.195 -0.117 0.218
H -0.9923 3.6111 -3.1762 0.012 -0.191 0.222
H -1.4735 1.8886 -3.2545 0.225 0.327 -0.088
C 2.0723 0.9024 -4.5097 0.144 -0.007 -0.245
H 2.4794 -0.3972 -2.7879 -0.157 0.022 -0.062
H 2.8417 1.3191 -2.5038 -0.238 -0.220 -0.108
H 1.3001 0.2697 -4.9699 0.252 0.244 0.083
H 3.0308 0.6931 -4.9949 -0.128 -0.018 0.085
H 1.8528 1.9618 -4.6801 0.020 -0.264 -0.080
H 0.8305 0.3166 -1.5729 -0.038 -0.003 0.503
Gd -0.1898 -0.4631 1.5464 0.894 0.485 1.364
C 1.8322 0.1307 0.1369 0.054 -0.233 -0.501
Si 3.3062 0.5457 1.2059 -0.455 0.057 -0.145
H 2.1419 -0.7610 -0.4437 0.023 0.250 0.077
H 1.8803 0.9773 -0.5582 0.243 -0.024 0.355
C 4.7197 -0.4729 0.5062 0.271 -0.009 0.118
C 2.9985 0.2498 3.0490 0.278 -0.155 -0.113
C 3.5023 2.3940 0.8960 0.181 0.106 0.213
C -2.1186 -1.7019 1.8993 -0.836 -0.879 -0.347
Si -3.2461 -0.2125 1.9699 -0.823 -1.019 0.838
H -2.2138 -2.3230 2.8064 0.287 0.494 -0.134
H -2.3021 -2.3885 1.0596 -0.148 0.487 0.105
C -4.7272 -0.4737 0.8341 -0.005 0.114 -0.047
C -2.4416 1.4278 1.4262 0.058 0.251 -0.326
C -3.7770 -0.0294 3.7633 0.017 0.215 -0.197
H 2.8584 2.7024 0.0624 0.157 0.032 0.139
H 4.5334 2.6453 0.6334 -0.074 0.195 0.143
H 3.1927 2.9609 1.7849 0.231 0.021 -0.254
H 4.5776 -1.5403 0.7196 0.017 0.155 0.016
H 5.7010 -0.1827 0.8897 -0.018 -0.074 0.044
H 4.7547 -0.3658 -0.5855 -0.040 0.047 0.143
H 2.2820 -0.5544 3.2727 0.522 0.353 -0.267
H 2.6565 1.1644 3.5587 0.108 -0.319 -0.163
H 3.9309 -0.0774 3.5257 -0.079 0.194 0.034
H -2.9709 1.6809 0.4930 0.291 0.223 0.261
H -1.3580 1.6107 1.2461 -0.505 0.137 0.094
H -2.7357 2.1386 2.2140 0.204 -0.050 -0.351
H -4.6016 0.6943 3.8371 0.177 -0.175 0.125
H -2.9459 0.2957 4.4081 -0.365 -0.068 -0.261
H -4.1189 -1.0062 4.1326 -0.001 0.270 -0.061
H -5.5626 0.1773 1.1257 0.141 -0.137 -0.137
H -5.0684 -1.5182 0.8802 0.076 0.304 0.068
H -4.4710 -0.2542 -0.2113 -0.146 -0.018 0.166
O -1.1183 -0.9364 5.2881 0.956 0.358 -0.807
Cl 0.0453 -0.5070 4.5703 0.183 -0.570 0.268
O 1.1568 -0.2592 5.4277 -0.913 -0.029 -0.704
O 0.4294 -1.5547 3.5256 -0.418 0.756 1.253
O -0.2675 0.6963 3.7175 0.038 -0.848 0.513

***

No. 4
69
Properties=species:S:1:pos:R:3:forces:R:3 method="wB97M-V/def2-TZVPD" total_energy_ev=-83530.850 orbital_gap_ev="7.4 / 5.9" homo_ev="-7.217 / -8.578" s2=3.794 multiplicity=4
O -0.3484 -1.3857 -0.8425 0.000 -1.541 -1.280
O 0.7833 1.0204 -3.0514 0.066 -0.352 0.015
C 0.2305 -2.6994 -1.3572 -0.573 0.961 -0.113
C -0.6201 -3.8359 -0.8731 0.101 -0.195 -0.026
H 1.2629 -2.7033 -1.0061 -0.305 0.010 0.115
H 0.2351 -2.5964 -2.4414 0.108 0.001 0.216
H -0.7079 -3.7916 0.2133 -0.037 -0.177 -0.027
H -0.1319 -4.7714 -1.1611 -0.106 0.025 0.116
H -1.6199 -3.8229 -1.3218 0.173 0.035 0.113
C -1.6400 -0.9095 -1.4548 0.685 -0.232 0.566
C -1.5906 -1.1710 -2.9253 -0.112 -0.201 -0.555
H -1.6585 0.1545 -1.2016 0.001 -0.246 -0.019
H -2.4493 -1.4388 -0.9581 -0.024 0.096 0.030
H -0.7025 -0.7278 -3.3908 -0.211 -0.067 0.166
H -2.4687 -0.7083 -3.3753 -0.043 0.059 -0.012
H -1.6532 -2.2476 -3.1518 -0.022 0.420 0.036
C 0.3952 2.2884 -2.5684 -0.204 0.351 0.076
C 2.1508 0.7690 -3.3462 0.054 -0.009 0.064
C -0.8436 2.7439 -3.3337 0.167 0.026 -0.145
H 1.2156 3.0215 -2.6720 -0.250 -0.245 -0.006
H 0.1401 2.2155 -1.4964 0.237 0.011 -0.166
H -0.6294 2.7910 -4.4114 -0.054 0.055 0.302
H -1.1519 3.7343 -2.9818 -0.045 -0.163 -0.086
H -1.6757 2.0397 -3.1935 0.203 0.178 0.044
C 2.3680 0.6987 -4.8474 -0.027 0.256 -0.116
H 2.4033 -0.2034 -2.9000 -0.001 0.222 0.063
H 2.8094 1.5318 -2.8920 -0.289 -0.243 -0.073
H 1.6925 -0.0274 -5.3144 0.131 0.064 0.164
H 3.4010 0.4019 -5.0469 -0.072 0.040 -0.104
H 2.1786 1.6743 -5.3171 0.100 -0.222 0.108
H -0.2782 -1.4091 0.1902 -0.426 0.826 -0.362
V 0.0214 -0.4867 2.2308 0.273 0.112 -0.722
C 1.4924 -0.4714 0.6937 0.149 0.407 0.630
Si 3.0967 0.2749 1.3552 -0.479 -0.349 0.009
H 1.7451 -1.4656 0.3065 0.112 0.243 0.013
H 1.1728 0.1857 -0.1280 0.134 -0.240 -0.010
C 4.4843 -0.6156 0.4593 0.338 -0.001 -0.081
C 3.3881 0.0690 3.1851 0.173 -0.045 0.187
C 3.1571 2.1016 0.9676 0.057 0.329 -0.096
C -1.8592 -1.2971 1.7832 0.261 -0.064 0.325
Si -3.2492 -0.0382 2.0286 0.181 -0.418 -0.214
H -1.8328 -1.9308 2.6956 -0.206 0.132 -0.281
H -2.0649 -1.9921 0.9633 -0.240 0.083 0.078
C -4.7074 -0.7436 1.0514 -0.224 0.220 0.249
C -2.8675 1.6824 1.3608 -0.021 0.025 -0.013
C -3.7210 0.1071 3.8393 0.046 -0.059 0.113
H 2.6334 2.3339 0.0315 0.094 0.024 0.128
H 4.1996 2.4287 0.8635 -0.150 0.020 0.017
H 2.7021 2.6876 1.7772 0.027 -0.121 -0.212
H 4.4116 -1.7013 0.6033 0.000 0.153 -0.013
H 5.4579 -0.2946 0.8479 -0.044 -0.070 -0.086
H 4.4738 -0.4130 -0.6186 -0.031 -0.044 0.103
H 3.0947 -0.9291 3.5272 0.103 0.149 -0.011
H 2.8473 0.8066 3.7918 0.084 -0.197 -0.164
H 4.4639 0.2016 3.3634 -0.144 -0.011 0.108
H -2.7735 1.6738 0.2656 0.002 0.062 0.158
H -1.9416 2.0916 1.7919 -0.325 -0.126 -0.134
H -3.7034 2.3476 1.6169 0.155 -0.034 -0.103
H -4.5237 0.8447 3.9805 0.165 -0.134 -0.053
H -2.8688 0.4097 4.4666 -0.224 -0.100 -0.197
H -4.0889 -0.8617 4.2063 0.093 0.202 -0.030
H -5.6423 -0.2446 1.3601 0.210 -0.228 -0.285
H -4.7969 -1.8208 1.2539 -0.053 0.271 -0.061
H -4.5624 -0.5984 -0.0280 -0.130 -0.032 0.168
O -0.9192 1.2174 5.7630 1.103 0.687 -0.348
Cl 0.0756 2.1573 5.1684 0.136 -0.435 0.746
O 1.5174 1.9905 5.5090 -1.236 -0.084 -0.081
O 0.6562 -1.4468 3.3951 0.514 -1.010 1.064
O -0.0648 1.1049 2.7008 -0.132 0.940 -0.007